Computed, not measured: a cluster of 2 separate species, C2H7BrN4 in total in a non-equilibrium geometry, with the ωB97M-V functional and the def2-TZVPD basis.

Results
E_LUMO (spin up / spin down) = -11.197 / -11.023 eV
Largest force on an atom = 4.24 eV/A
HOMO-LUMO gap (spin up / spin down) = 7.7 / 8.2 eV
Energy above the lowest of the compared OMol25 structures with the same formula, charge and spin = 4.717 eV
HOMO level (spin up / spin down) = -18.94 / -19.27 eV
DFT total energy = -2872.6508 Eh

ORCA input file:
```
! RIJCOSX wB97M-V def2-TZVPD def2/J DEFGRID3
* xyz 2 1
Br -2.7733 0.7331 0.1452
N 0.7377 0.9583 -1.2267
N -1.9681 -1.9439 -0.1358
N 0.4921 -0.3583 0.5799
N 1.9708 1.3633 0.8304
C 1.0482 0.7006 0.0744
C -1.7779 -0.7010 0.0107
H 0.2741 -0.5956 1.5245
H 2.5549 2.0423 0.3509
H 0.8909 1.9012 -1.5923
H -2.7773 -2.5468 0.0390
H 0.3904 0.2697 -1.8321
H 2.3542 0.9124 1.6585
H -1.4167 -2.7352 -0.4266
*
```



Computed, not measured: the ion C2H7BrN4 with charge +2 in a non-equilibrium geometry, with the ωB97M-V functional and the def2-TZVPD basis.

Results
E_LUMO (spin up / spin down) = -12.193 / -12.211 eV
Largest force on an atom = 5.74 eV/A
HOMO-LUMO gap (spin up / spin down) = 7.4 / 7.6 eV
Energy above the lowest of the compared OMol25 structures with the same formula, charge and spin = 7.751 eV
HOMO level (spin up / spin down) = -19.64 / -19.78 eV
DFT total energy = -2872.5394 Eh

ORCA input file:
```
! RIJCOSX wB97M-V def2-TZVPD def2/J DEFGRID3
* xyz 2 1
Br 2.4573 -0.1490 -2.2933
N -0.1217 -0.0439 0.6066
N 0.3949 0.2190 -2.5694
N 1.1535 0.4797 0.6773
N -0.5276 0.0894 -1.7586
C -0.7183 -0.4007 1.8468
C -0.8563 -0.1744 -0.5159
H 1.5914 0.6979 -0.1814
H 1.5625 0.7636 1.5780
H 0.1336 0.4242 -3.6056
H -1.9925 -0.3231 -0.4574
H -1.8700 -0.3886 1.6209
H -0.5840 0.1358 2.8016
H -0.6227 -1.3299 2.2504
*
```



Computed, not measured: a cluster of 2 separate species, C2H7BrNO in total in a non-equilibrium geometry, with the ωB97M-V functional and the def2-TZVPD basis.

Results
E_LUMO = -4.829 eV
Largest force on an atom = 5.60 eV/A
HOMO-LUMO gap = 9.3 eV
Energy above the lowest of the compared OMol25 structures with the same formula, charge and spin = 0.837 eV
HOMO level = -14.17 eV
DFT total energy = -2784.1105 Eh

ORCA input file:
```
! RIJCOSX wB97M-V def2-TZVPD def2/J DEFGRID3
* xyz 1 1
Br 3.7322 -0.2755 0.0111
O -0.9463 1.6978 -0.0032
N 0.1044 -0.7510 -0.6283
C -0.7226 -0.6469 0.3255
C -1.3367 0.6144 0.7448
H -1.0128 -1.5475 0.7036
H -1.2836 0.6350 1.7460
H -1.6317 2.3104 -0.2997
H 0.5500 0.1540 -1.0204
H 4.6490 -0.9931 -0.9574
H 0.3059 -1.5583 -1.0886
H -2.4078 0.3607 0.4665
*
```



Computed, not measured: a cluster of 2 separate species, C2H7BrNOPS2 in total in a non-equilibrium geometry, with the ωB97M-V functional and the def2-TZVPD basis.

Results
E_LUMO (spin up / spin down) = -1.224 / -1.328 eV
Largest force on an atom = 3.61 eV/A
HOMO-LUMO gap (spin up / spin down) = 7.1 / 6.4 eV
Energy above the lowest of the compared OMol25 structures with the same formula, charge and spin = 1.950 eV
HOMO level (spin up / spin down) = -8.28 / -7.73 eV
DFT total energy = -3922.0861 Eh

ORCA input file:
```
! RIJCOSX wB97M-V def2-TZVPD def2/J DEFGRID3
* xyz 0 1
Br 3.0572 0.6461 0.5036
S -1.9985 0.5563 -1.1986
S 2.0893 -1.3505 0.6426
P -1.2245 0.0477 0.4419
O -2.3320 -0.5758 1.5274
N 0.8671 -1.3999 -0.3086
C 0.9357 -0.9569 -1.6518
C -0.3360 1.5172 1.3036
H 1.5739 -1.5117 -2.3337
H -3.0608 -0.8897 0.9835
H 1.0920 0.1126 -1.7949
H 0.2070 1.7458 0.4231
H -1.2317 2.0637 1.6449
H 0.3161 1.0804 2.0225
H 0.0451 -1.0851 -2.2054
*
```